1.
DFT (wB97M-V/def2-TZVPD) results for a 34-piece molecular cluster, C5H79N2O37P3 overall.

Atoms and positions in Å:
C1 1.809 -2.376 -0.364
P1 0.064 -1.899 -0.072
O1 -0.503 -3.120 0.899
C2 0.037 -0.461 1.116
C3 1.159 0.625 1.003
P2 1.969 1.005 -0.611
O2 3.230 0.262 -0.921
N1 0.430 1.888 1.265
C4 -0.948 1.734 1.293
O3 -1.732 2.622 1.552
C5 -1.309 0.287 0.965
P3 -2.291 -0.101 -0.580
N2 -1.237 0.448 -1.838
O4 -3.466 1.063 -0.612
H1 2.140 -1.934 -1.300
H2 2.505 -2.150 0.444
H3 1.799 -3.459 -0.516
H4 -0.058 -3.925 0.596
H5 0.111 -0.872 2.127
H6 1.904 0.469 1.779
H7 1.013 0.909 -1.634
H8 2.252 2.375 -0.483
H9 0.777 2.430 2.045
H10 -2.009 -0.009 1.751
H11 -1.781 0.919 -2.559
H12 -0.942 -0.424 -2.277
H13 -4.266 0.648 -0.280
O5 2.963 4.592 0.054
H14 2.848 5.393 0.584
H15 3.480 4.890 -0.703
O6 -3.972 4.816 1.364
H16 -3.287 4.136 1.426
H17 -3.837 5.207 0.491
O7 -1.267 -6.083 1.481
H18 -1.304 -5.226 1.926
H19 -2.194 -6.288 1.298
O8 1.441 -6.192 2.634
H20 0.520 -6.178 2.345
H21 1.403 -6.157 3.596
O9 -1.360 3.631 -1.599
H22 -0.530 3.862 -2.048
H23 -1.330 2.668 -1.545
O10 0.413 1.101 -4.216
H24 1.375 1.007 -4.137
H25 0.295 1.766 -4.900
O11 -4.314 5.075 -2.162
H26 -3.374 4.858 -2.102
H27 -4.760 4.228 -2.034
O12 0.428 -6.117 5.578
H28 -0.498 -6.087 5.315
H29 0.411 -6.091 6.541
O13 -0.726 6.249 -0.113
H30 -1.217 6.339 0.714
H31 -1.063 5.427 -0.491
O14 -6.224 3.006 -0.776
H32 -5.680 3.171 0.005
H33 -6.865 2.350 -0.487
O15 0.937 4.154 -3.376
H34 1.706 4.640 -3.059
H35 0.917 4.347 -4.319
O16 1.418 -9.020 4.360
H36 1.196 -8.195 4.811
H37 1.955 -8.731 3.613
O17 3.394 1.373 -3.848
H38 3.934 2.141 -4.064
H39 3.606 1.186 -2.916
O18 3.287 -8.336 6.481
H40 2.802 -9.104 6.157
H41 3.022 -8.244 7.407
O19 0.342 -4.699 -2.229
H42 0.433 -4.291 -3.095
H43 0.520 -5.633 -2.384
O20 5.631 -5.801 6.549
H44 5.141 -6.573 6.239
H45 5.362 -5.705 7.468
O21 -2.951 -6.403 -0.768
H46 -1.987 -6.403 -0.731
H47 -3.151 -5.849 -1.529
O22 5.474 -0.576 -4.916
H48 4.774 0.062 -4.717
H49 5.859 -0.279 -5.745
O23 2.671 4.212 -5.657
H50 2.817 4.629 -6.513
H51 2.689 3.266 -5.840
O24 0.371 -2.031 -4.673
H52 0.744 -1.183 -4.403
H53 0.539 -2.054 -5.623
O25 -6.508 6.158 0.293
H54 -5.830 5.477 0.349
H55 -6.386 6.535 -0.584
O26 -2.812 7.725 1.668
H56 -2.932 8.269 0.884
H57 -3.710 7.539 1.963
O27 3.448 -8.532 9.516
H58 4.406 -8.515 9.598
H59 3.199 -9.424 9.792
O28 0.903 -0.559 -7.378
H60 0.151 0.014 -7.206
H61 1.249 -0.241 -8.218
O29 -4.325 4.989 4.484
H62 -3.870 5.797 4.739
H63 -4.194 4.936 3.529
O30 2.904 6.698 2.158
H64 3.482 6.984 2.871
H65 2.317 6.052 2.565
O31 1.689 -11.293 9.624
H66 1.426 -10.971 8.756
H67 0.868 -11.603 10.020
O32 -0.263 -0.026 -9.891
H68 -0.398 0.504 -10.683
H69 -1.148 -0.293 -9.624
O33 0.100 -5.114 -5.464
H70 0.460 -4.259 -5.198
H71 0.263 -5.159 -6.410
O34 2.654 -3.988 5.096
H72 3.611 -4.071 5.161
H73 2.324 -4.882 5.236
O35 -6.150 5.866 -4.557
H74 -5.601 6.015 -3.776
H75 -6.794 5.214 -4.267
O36 4.870 6.244 -2.099
H76 5.829 6.207 -2.166
H77 4.596 6.824 -2.816
O37 -5.080 9.408 2.549
H78 -5.014 10.190 3.105
H79 -6.017 9.329 2.342

**ΔE to the lowest compared entry with this formula, charge and spin**: 0.0 kJ/mol
**LUMO energy**: -0.5 eV
**Charge**: 0
**2S+1**: 1
**HOMO energy**: -7.6 eV

---

2.
DFT (wB97M-V/def2-TZVPD) results for C5H7BClNO2 as an isolated structure.

Atoms and positions in Å:
B1 1.255 1.741 0.033
C1 -2.221 -0.244 0.261
C2 -1.876 -1.509 -0.092
C3 -1.371 0.913 0.411
C4 -0.516 -2.036 -0.111
C5 -0.151 1.038 0.011
N1 0.371 -1.311 -0.615
O1 1.118 3.137 -0.094
O2 2.408 1.147 -0.011
Cl1 3.017 -1.751 0.088
H1 -3.203 0.029 0.328
H2 -2.772 -2.083 -0.182
H3 -1.750 1.910 0.812
H4 -0.232 -2.989 0.210
H5 1.528 -1.660 -0.547
H6 1.825 3.567 -0.464
H7 2.570 0.100 -0.039

**LUMO energy (alpha / beta)**: -0.6 / -3.4 eV
**Charge**: 0
**<S²>**: 2.017
**2S+1**: 3
**HOMO energy (alpha / beta)**: -7.7 / -9.6 eV

---

3.
DFT (wB97M-V/def2-TZVPD) results for an isolated molecule of C5H7BO.

Atoms and positions in Å:
B1 -0.646 1.084 0.281
C1 1.138 -1.327 -0.049
C2 0.639 -0.737 -1.137
C3 0.646 -0.901 1.226
C4 -0.423 0.297 -1.018
C5 -0.176 0.160 1.361
O1 -1.261 2.263 0.466
H1 -1.363 -0.269 -1.126
H2 1.880 -2.108 -0.100
H3 0.940 -1.027 -2.134
H4 0.964 -1.463 2.095
H5 -0.394 0.903 -1.941
H6 -0.429 0.384 2.400
H7 -1.515 2.743 -0.324

**ΔE to the lowest compared entry with this formula, charge and spin**: 0.0 kJ/mol
**LUMO energy (alpha / beta)**: 0.6 / -2.2 eV
**Charge**: 0
**<S²>**: 2.008
**2S+1**: 3
**HOMO energy (alpha / beta)**: -5.6 / -10.0 eV

---

4.
DFT (wB97M-V/def2-TZVPD) results for C5H7Br as an isolated structure.

Atoms and positions in Å:
C1 1.657 -0.430 -2.684
C2 0.843 -0.809 -1.844
C3 -0.427 0.981 1.487
C4 0.015 -0.909 -0.640
C5 0.647 0.592 0.574
Br1 1.237 1.999 -0.584
H1 2.299 -0.397 -3.457
H2 -0.033 1.498 2.373
H3 -1.117 0.121 1.765
H4 -1.028 1.805 0.993
H5 0.339 -1.590 0.165
H6 -1.092 -0.984 -0.750
H7 1.398 0.012 0.973

**ΔE to the lowest compared entry with this formula, charge and spin**: 268.5 kJ/mol
**LUMO energy**: 0.9 eV
**Charge**: 0
**2S+1**: 1
**HOMO energy**: -9.0 eV

---

5.
DFT (wB97M-V/def2-TZVPD) results for a 2-piece molecular cluster, C5H7Br4NO2 overall.

Atoms and positions in Å:
O1 -0.520 1.075 1.823
N1 -1.156 1.118 0.776
O2 -1.236 2.313 0.100
C1 -1.781 0.163 0.150
Br1 -2.516 0.421 -1.503
C2 -2.029 -1.087 0.948
Br2 -3.883 -1.552 1.283
H1 -0.808 2.941 0.712
H2 -1.476 -1.989 0.588
H3 -1.559 -0.814 1.890
C3 1.174 -0.069 -2.022
C4 1.490 -0.487 -0.818
Br3 1.127 -2.456 -0.467
C5 2.299 0.048 0.270
Br4 3.983 -0.998 0.371
H4 1.235 0.998 -2.443
H5 1.035 -0.820 -2.784
H6 2.806 0.996 -0.082
H7 1.815 0.199 1.208

**ΔE to the lowest compared entry with this formula, charge and spin**: 150.1 kJ/mol
**LUMO energy**: 0.0 eV
**Charge**: 0
**SMILES string**: [O-]/[N+](O)=C(/Br)CBr.C=C(Br)CBr
**2S+1**: 1
**HOMO energy**: -9.2 eV

---

6.
DFT (wB97M-V/def2-TZVPD) results for a 2-piece molecular cluster, C5H7BrF2O4S overall.

Atoms and positions in Å:
C1 -0.886 -1.565 1.782
C2 1.013 1.183 1.140
C3 0.196 -0.132 -0.844
C4 -0.026 0.211 0.590
C5 -0.538 -2.810 2.530
O1 -2.011 -1.196 1.565
O2 -0.873 -5.735 1.045
O3 -1.099 -3.886 -0.521
O4 0.191 -0.941 1.401
F1 0.800 -2.984 2.679
F2 -1.123 -3.236 3.611
S1 -1.374 -4.446 0.765
Br1 -3.607 -4.557 1.110
H1 1.005 2.080 0.443
H2 0.893 1.521 2.204
H3 1.933 0.763 0.958
H4 -0.165 -1.058 -1.203
H5 1.242 0.035 -1.195
H6 -0.185 0.701 -1.286
H7 -1.014 0.644 0.574

**ΔE to the lowest compared entry with this formula, charge and spin**: 0.0 kJ/mol
**LUMO energy (alpha / beta)**: -2.4 / -2.4 eV
**Charge**: 0
**2S+1**: 1
**HOMO energy (alpha / beta)**: -10.0 / -10.0 eV

---

7.
DFT (wB97M-V/def2-TZVPD) results for an isolated molecule of C5H7BrN2.

Atoms and positions in Å:
C1 1.261 2.123 0.585
C2 0.478 1.217 1.108
N1 -0.185 0.441 1.776
C3 -0.806 -0.762 1.320
C4 -1.003 -0.955 -0.267
N2 0.232 -1.325 -0.802
C5 0.694 -0.926 -1.853
Br1 -0.069 0.564 -2.894
H1 2.288 2.345 0.621
H2 0.743 2.643 -0.174
H3 -0.382 -1.560 1.983
H4 -1.905 -0.676 1.923
H5 -1.621 -1.787 -0.355
H6 -1.428 0.005 -0.757
H7 1.703 -1.347 -2.215

**ΔE to the lowest compared entry with this formula, charge and spin**: 225.1 kJ/mol
**LUMO energy**: 0.6 eV
**Charge**: 0
**SMILES string**: C=C=NCC/N=C\Br
**2S+1**: 1
**HOMO energy**: -8.6 eV

---

8.
DFT (wB97M-V/def2-TZVPD) results for a 2-piece molecular cluster, C5H7BrN3 overall.

Atoms and positions in Å:
C1 2.055 -0.224 -0.971
C2 2.822 -0.186 0.149
C3 0.716 -0.243 0.745
C4 -2.353 0.285 -0.119
C5 -3.210 1.177 0.223
N1 -1.707 -0.550 -0.771
N2 1.992 -0.253 1.222
N3 0.772 -0.213 -0.564
Br1 4.625 -0.284 0.227
H1 2.233 -0.110 -1.968
H2 -3.943 1.254 1.082
H3 -3.490 1.836 -0.593
H4 0.013 -0.335 1.517
H5 -2.234 -1.276 -1.243
H6 2.328 -0.539 2.087
H7 -0.619 -0.340 -1.022

**ΔE to the lowest compared entry with this formula, charge and spin**: 92.4 kJ/mol
**LUMO energy**: -4.0 eV
**Charge**: +1
**2S+1**: 1
**HOMO energy**: -12.4 eV

---

9.
DFT (wB97M-V/def2-TZVPD) results for an isolated molecule of C5H7BrO.

Atoms and positions in Å:
C1 -0.017 -0.497 -0.227
C2 -0.185 0.864 0.155
C3 0.533 -1.542 0.742
C4 1.401 -1.123 -0.351
C5 -1.416 1.641 -0.362
O1 0.684 1.352 0.891
Br1 2.848 0.062 -0.162
H1 -0.742 -0.921 -0.981
H2 0.723 -1.053 1.740
H3 0.182 -2.625 0.902
H4 1.515 -1.634 -1.199
H5 -2.111 1.269 -1.261
H6 -1.332 2.720 -0.403
H7 -2.085 1.487 0.518

**ΔE to the lowest compared entry with this formula, charge and spin**: 52.2 kJ/mol
**LUMO energy (alpha / beta)**: 0.9 / -2.4 eV
**Charge**: 0
**<S²>**: 2.008
**2S+1**: 3
**HOMO energy (alpha / beta)**: -5.6 / -9.7 eV

---

10.
DFT (wB97M-V/def2-TZVPD) results for an isolated molecule of C5H7Cl.

Atoms and positions in Å:
C1 0.570 -1.764 1.067
C2 0.288 -0.858 0.141
C3 0.504 -0.463 -1.251
C4 -0.648 0.132 -0.423
C5 -0.498 1.842 0.390
Cl1 -2.234 -0.357 -0.850
H1 -0.034 -1.618 2.038
H2 1.558 -2.171 1.172
H3 1.404 0.140 -1.477
H4 0.303 -1.017 -2.291
H5 -1.376 1.736 1.016
H6 -0.373 2.596 -0.429
H7 0.538 1.801 0.894

**ΔE to the lowest compared entry with this formula, charge and spin**: 334.6 kJ/mol
**LUMO energy**: 0.9 eV
**Charge**: 0
**SMILES string**: C=C1C[C@@]1(C)Cl
**2S+1**: 1
**HOMO energy**: -9.7 eV

---

11.
DFT (wB97M-V/def2-TZVPD) results for a 2-piece molecular cluster, C5H7Cl overall.

Atoms and positions in Å:
C1 1.580 -0.056 -1.175
C2 1.236 0.425 -0.029
C3 1.031 -0.103 1.367
Cl1 0.918 2.119 -0.046
H1 1.618 0.499 -2.017
H2 1.920 -1.137 -1.257
H3 1.774 -0.875 1.562
H4 1.083 0.695 2.101
H5 -0.001 -0.520 1.371
C4 -3.356 -0.539 -0.431
C5 -2.282 0.009 -0.421
H6 -4.147 -1.072 -0.801
H7 -1.373 0.555 -0.225

**ΔE to the lowest compared entry with this formula, charge and spin**: 276.9 kJ/mol
**LUMO energy**: 0.9 eV
**Charge**: 0
**SMILES string**: C=C(C)Cl.C#C
**2S+1**: 1
**HOMO energy**: -9.7 eV

---

12.
DFT (wB97M-V/def2-TZVPD) results for an isolated molecule of C5H7Cl.

Atoms and positions in Å:
C1 1.213 0.185 1.072
C2 0.308 -0.215 0.171
C3 0.415 -1.583 -0.538
C4 -1.008 0.437 -0.125
C5 -1.032 1.703 -0.592
Cl1 -2.432 -0.410 0.398
H1 2.149 -0.234 1.138
H2 1.166 0.956 1.836
H3 -0.571 -2.017 -0.156
H4 1.476 -1.911 -0.261
H5 0.290 -1.421 -1.563
H6 -1.928 2.342 -0.586
H7 -0.047 2.169 -0.794

**ΔE to the lowest compared entry with this formula, charge and spin**: 149.0 kJ/mol
**LUMO energy**: 0.9 eV
**Charge**: 0
**SMILES string**: C=C(C)C(=C)Cl
**2S+1**: 1
**HOMO energy**: -9.5 eV

---

13.
DFT (wB97M-V/def2-TZVPD) results for an isolated molecule of C5H7Cl2NO.

Atoms and positions in Å:
C1 -1.872 0.385 -0.261
C2 -0.941 -0.001 0.900
C3 0.248 -0.703 0.453
Cl1 1.335 -1.020 1.861
Cl2 -0.256 -2.342 -0.256
C4 1.172 -0.195 -0.702
O1 2.475 -0.542 -0.635
C5 1.267 1.356 -0.621
N1 1.562 2.440 -0.492
H1 -1.292 0.862 -1.085
H2 -2.490 -0.458 -0.598
H3 -2.527 1.319 -0.020
H4 -1.643 -0.613 1.454
H5 -0.497 0.860 1.467
H6 0.760 -0.472 -1.675
H7 2.701 -0.878 0.211

**ΔE to the lowest compared entry with this formula, charge and spin**: 18.5 kJ/mol
**LUMO energy**: 0.5 eV
**Charge**: 0
**SMILES string**: CCC(Cl)(Cl)[C@H](O)C#N
**2S+1**: 1
**HOMO energy**: -11.4 eV

---

Result set for E: -4155.4261; -884.8911; -294.7201; -2768.5850; -10695.8410; -3667.5120; -2878.1296; -2932.6817; -2843.7576; -654.7631; -654.7850; -654.8338; -1245.0534 Ha, one per record in the order listed.